# C39H91NO16S5

A 11-piece molecular cluster, C39H91NO16S5 overall (ωB97M-V/def2-TZVPD, the Open Molecules 2025 dataset).

Geometry as XYZ:
```
152
Properties=species:S:1:pos:R:3
C -1.945 -12.855 -12.223
C -1.910 -11.746 -13.307
C -1.445 -10.414 -12.680
O -0.963 -12.150 -14.272
H -2.573 -13.699 -12.531
H -2.321 -12.577 -11.236
H -0.981 -13.354 -12.080
H -2.925 -11.695 -13.697
H -0.608 -10.732 -12.048
H -2.264 -10.064 -12.055
H -1.047 -9.712 -13.408
H -0.098 -12.011 -13.868
C 4.236 -13.990 -21.745
C 3.267 -14.684 -22.690
C 3.363 -14.059 -24.085
O 3.465 -16.078 -22.831
H 3.854 -12.979 -21.551
H 5.189 -13.806 -22.241
H 4.325 -14.351 -20.722
H 2.224 -14.575 -22.360
H 4.235 -14.219 -24.724
H 3.142 -12.990 -24.023
H 2.605 -14.488 -24.756
H 3.123 -16.361 -23.681
C -2.593 -19.293 -21.668
C -2.369 -17.784 -21.666
C -2.959 -17.100 -20.447
O -0.920 -17.643 -21.654
H -1.999 -19.685 -20.842
H -2.190 -19.741 -22.576
H -3.643 -19.584 -21.590
H -2.584 -17.288 -22.611
H -2.773 -17.654 -19.523
H -4.045 -17.176 -20.576
H -2.627 -16.074 -20.308
H -0.512 -18.165 -20.952
C 2.331 -19.376 -17.977
C 0.883 -19.626 -18.433
C -0.132 -18.858 -17.504
O 0.615 -19.239 -19.744
H 2.444 -18.310 -17.758
H 3.043 -19.662 -18.753
H 2.557 -19.900 -17.050
H 0.622 -20.672 -18.232
H -0.126 -18.964 -16.422
H -1.159 -18.978 -17.853
H 0.112 -17.826 -17.785
H 1.439 -19.175 -20.242
C -1.944 -17.525 -12.068
C -2.069 -17.753 -13.596
C -1.276 -16.648 -14.312
O -1.514 -19.030 -13.967
H -2.362 -18.324 -11.457
H -2.652 -16.701 -11.896
H -1.015 -17.133 -11.657
H -3.111 -17.900 -13.868
H -0.216 -16.639 -14.055
H -1.825 -15.710 -14.236
H -1.207 -16.889 -15.379
H -0.610 -19.021 -13.630
C 1.008 -14.760 -16.072
C 1.337 -13.679 -17.100
C 1.007 -14.091 -18.538
O 2.003 -14.975 -19.020
C 1.478 -15.901 -19.947
N 0.714 -12.409 -16.755
H 1.373 -15.724 -16.461
H -0.038 -15.095 -16.135
H 1.317 -14.481 -15.069
H 2.426 -13.662 -16.974
H 0.903 -13.281 -19.262
H 0.048 -14.631 -18.525
H 0.904 -16.641 -19.386
H 2.342 -16.389 -20.405
H 0.928 -15.519 -20.812
H -0.286 -12.616 -16.705
H 0.825 -12.141 -15.784
C 4.196 -10.984 -16.009
C 5.041 -10.181 -17.030
C 6.483 -10.754 -16.883
S 6.627 -11.263 -15.155
O 7.409 -10.249 -14.444
O 7.100 -12.662 -15.229
C 4.921 -11.094 -14.712
H 4.079 -11.996 -16.433
H 3.138 -10.717 -16.061
H 5.029 -9.107 -16.862
H 4.572 -10.463 -17.969
H 7.387 -10.219 -17.175
H 6.569 -11.572 -17.603
H 4.854 -10.084 -14.292
H 4.540 -11.782 -13.960
C 2.619 -16.619 -10.928
C 3.796 -16.877 -11.923
C 3.826 -15.707 -12.933
S 3.003 -14.327 -12.009
O 1.648 -14.175 -12.509
O 3.910 -13.181 -11.903
C 2.868 -15.193 -10.435
H 2.786 -17.310 -10.101
H 1.628 -16.785 -11.344
H 3.743 -17.839 -12.424
H 4.631 -16.813 -11.227
H 3.286 -15.777 -13.874
H 4.827 -15.312 -13.097
H 2.050 -14.808 -9.831
H 3.792 -15.131 -9.864
C -0.224 -10.547 -19.933
C -0.526 -9.328 -20.842
C 0.272 -8.176 -20.209
S 1.835 -8.962 -19.612
O 1.949 -8.783 -18.168
O 2.970 -8.685 -20.487
C 1.290 -10.626 -19.908
H -0.691 -11.498 -20.185
H -0.624 -10.328 -18.938
H -1.563 -9.029 -20.985
H -0.143 -9.516 -21.849
H -0.168 -7.900 -19.249
H 0.416 -7.257 -20.769
H 1.801 -11.384 -19.317
H 1.604 -10.936 -20.912
C 5.252 -14.732 -18.208
C 5.373 -15.009 -16.704
C 6.490 -15.958 -16.408
S 6.818 -16.856 -17.921
O 6.676 -18.265 -17.705
O 8.027 -16.326 -18.538
C 5.375 -16.115 -18.858
H 6.152 -14.100 -18.224
H 4.405 -14.159 -18.573
H 4.362 -15.348 -16.426
H 5.506 -14.037 -16.235
H 6.198 -16.703 -15.672
H 7.408 -15.429 -16.152
H 4.557 -16.759 -18.531
H 5.679 -16.311 -19.883
C -3.215 -14.272 -17.500
C -4.636 -14.727 -17.650
C -5.587 -13.601 -17.181
S -4.764 -12.866 -15.726
O -5.146 -13.532 -14.497
O -4.797 -11.430 -15.811
C -3.095 -13.454 -16.212
H -2.948 -13.681 -18.376
H -2.607 -15.175 -17.421
H -4.911 -15.603 -17.052
H -4.918 -15.104 -18.636
H -6.541 -14.001 -16.838
H -5.806 -12.891 -17.976
H -2.768 -13.874 -15.260
H -2.465 -12.579 -16.367
```

Summary:
Structure (SMILES) = O=S1(=O)CCCC1.O=S1(=O)CCCC1.O=S1(=O)CCCC1.O=S1(=O)CCCC1.O=S1(=O)CCCC1.COC[C@H](C)N.CC(C)O.CC(C)O.CC(C)O.CC(C)O.CC(C)O
2S+1 = 1
HOMO energy = -0.3587 hartree
Orbital gap = 9.80 eV

# C39H92N4O15S5

A 10-piece molecular cluster, C39H92N4O15S5 overall (ωB97M-V/def2-TZVPD, the Open Molecules 2025 dataset).

Geometry as XYZ:
```
155
Properties=species:S:1:pos:R:3
C -0.028 0.752 -0.430
C 0.034 -0.763 -0.430
C 0.875 -1.250 -1.603
O 0.582 -1.190 0.819
H -0.428 1.028 -1.414
H 0.940 1.264 -0.499
H -0.527 1.244 0.404
H -0.961 -1.215 -0.412
H 0.643 -0.648 -2.486
H 0.840 -2.319 -1.781
H 1.873 -0.876 -1.349
H 1.314 -0.626 1.096
C -5.193 3.041 4.507
C -4.965 4.350 3.800
C -3.863 4.232 2.740
O -2.883 3.260 3.001
C -1.970 3.084 1.968
N -6.206 4.902 3.227
H -4.312 2.725 5.073
H -5.255 2.201 3.811
H -6.032 3.083 5.201
H -4.474 5.043 4.497
H -3.324 5.186 2.644
H -4.347 4.111 1.758
H -2.377 2.564 1.092
H -0.999 2.648 2.200
H -1.683 4.056 1.530
H -5.936 5.675 2.621
H -6.716 5.353 3.982
C -6.375 0.592 1.573
C -5.980 1.764 0.686
C -5.957 1.444 -0.821
O -5.019 0.475 -1.188
C -3.682 0.857 -1.007
N -6.759 2.944 0.996
H -6.441 0.895 2.616
H -5.732 -0.285 1.482
H -7.346 0.178 1.276
H -4.930 1.911 0.996
H -5.937 2.382 -1.387
H -6.926 0.985 -1.028
H -2.924 0.076 -1.070
H -3.513 1.216 0.017
H -3.482 1.651 -1.739
H -6.882 3.079 1.988
H -6.417 3.815 0.620
C -0.871 -2.820 -4.621
C -1.908 -3.094 -5.685
C -2.869 -1.855 -5.753
O -3.949 -1.819 -4.860
C -4.308 -0.517 -4.459
N -1.417 -3.295 -7.056
H -0.113 -3.609 -4.711
H -1.285 -2.994 -3.628
H -0.272 -1.909 -4.634
H -2.527 -3.968 -5.459
H -3.315 -1.766 -6.756
H -2.204 -0.994 -5.605
H -3.525 -0.043 -3.852
H -5.256 -0.477 -3.937
H -4.304 0.123 -5.352
H -1.230 -4.283 -7.144
H -2.059 -2.958 -7.753
C -0.396 2.578 -6.578
C 0.939 2.368 -5.874
C 0.793 1.934 -4.389
O 0.470 2.932 -3.467
C -0.832 3.419 -3.414
N 1.673 1.266 -6.522
H -1.003 1.702 -6.326
H -0.358 2.649 -7.669
H -0.972 3.482 -6.355
H 1.507 3.300 -5.869
H 1.805 1.581 -4.189
H 0.133 1.063 -4.290
H -1.065 4.388 -3.864
H -1.176 3.527 -2.376
H -1.511 2.631 -3.770
H 1.141 0.430 -6.291
H 1.654 1.342 -7.530
C 5.701 0.192 -2.947
C 4.403 0.465 -2.181
C 4.712 -0.005 -0.785
S 6.194 0.880 -0.362
O 7.008 0.040 0.511
O 6.010 2.247 0.108
C 6.778 0.913 -2.148
H 5.705 0.474 -4.000
H 5.941 -0.878 -2.959
H 3.576 -0.088 -2.626
H 4.245 1.538 -2.323
H 4.932 -1.071 -0.815
H 3.893 0.160 -0.085
H 7.809 0.600 -2.291
H 6.762 1.960 -2.462
C 2.797 -6.095 0.556
C 2.347 -7.375 -0.176
C 1.556 -6.981 -1.414
S 1.799 -5.185 -1.677
O 0.559 -4.624 -2.212
O 3.027 -5.062 -2.450
C 2.175 -4.777 0.060
H 3.884 -6.041 0.414
H 2.837 -6.101 1.648
H 1.658 -7.926 0.469
H 3.157 -8.085 -0.318
H 0.481 -7.153 -1.326
H 1.730 -7.470 -2.373
H 1.231 -4.495 0.528
H 2.826 -3.908 0.113
C 5.206 -2.069 5.099
C 5.163 -3.520 4.697
C 4.045 -3.784 3.717
S 3.755 -2.144 2.854
O 2.536 -1.572 3.389
O 3.977 -2.259 1.423
C 5.054 -1.275 3.777
H 6.016 -1.799 5.772
H 4.299 -1.775 5.641
H 5.205 -4.255 5.511
H 6.102 -3.897 4.269
H 3.082 -4.131 4.081
H 4.398 -4.362 2.863
H 4.928 -0.201 3.861
H 5.957 -1.489 3.192
C 2.211 4.767 4.186
C 3.070 5.546 3.168
C 3.078 4.754 1.840
S 3.169 3.036 2.345
O 4.553 2.875 2.775
O 2.489 2.234 1.338
C 2.117 3.292 3.857
H 1.250 5.232 4.387
H 2.765 4.849 5.126
H 4.090 5.735 3.483
H 2.519 6.449 2.910
H 3.874 4.842 1.102
H 2.120 4.798 1.317
H 2.349 2.492 4.556
H 1.093 3.080 3.536
C -0.853 -2.798 3.529
C -0.767 -1.387 4.019
C -2.118 -0.698 3.733
S -3.372 -2.010 3.868
O -4.072 -2.059 2.589
O -4.062 -1.863 5.143
C -2.188 -3.394 4.084
H -0.053 -3.385 3.986
H -0.837 -3.011 2.461
H 0.009 -0.752 3.597
H -0.651 -1.393 5.106
H -2.140 -0.411 2.681
H -2.292 0.171 4.361
H -2.493 -4.314 3.599
H -2.023 -3.496 5.154
```

Summary:
Structure (SMILES) = O=S1(=O)CCCC1.O=S1(=O)CCCC1.O=S1(=O)CCCC1.O=S1(=O)CCCC1.O=S1(=O)CCCC1.COC[C@H](C)N.COC[C@H](C)N.COC[C@H](C)N.COC[C@H](C)N.CC(C)O
2S+1 = 1
HOMO energy = -0.3062 hartree
Orbital gap = 8.48 eV

The highest HOMO energy belongs to which entry?
C39H92N4O15S5

Number 2 is which compound?
C39H92N4O15S5

What is the orbital gap in the first record?
9.80 eV